23
Properties=species:S:1:pos:R:3:forces:R:3 method="wB97M-V/def2-TZVPD" smiles="CC#CC(C)C.CN=C=O" largest_force_ev_per_a=4.5 e_above_lowest_kcal_mol=80.3 total_charge=0 spin_multiplicity=1 homo_energy_ha=-0.348 orbital_gap_ev=10.234 energy_ev=-12041.07268 e_lumo_ev=0.8
O 1.233863 -2.632721 -1.464300 -0.47 0.87 1.51
N 1.100788 -2.271140 0.863925 0.04 -0.41 0.83
C -1.077846 -0.762462 -0.900558 -1.10 -0.13 -0.01
C 1.088449 -2.303645 -0.326175 0.94 -1.57 -1.82
C -0.232272 -0.028089 -0.490944 0.54 0.33 0.51
C -2.271314 -1.502354 -1.257643 1.69 -1.49 -3.92
C 0.384657 1.985253 0.837485 2.12 -0.06 -0.93
C 0.970289 -1.412899 1.976940 2.76 -1.16 2.07
C 1.237547 1.349191 -1.608786 1.58 0.99 0.04
C 0.858420 0.902011 -0.200637 0.35 -0.27 2.13
H 1.291877 2.276697 1.469335 -1.54 0.03 -0.84
H -2.148618 -2.245354 -2.187612 0.23 1.59 1.92
H -2.631645 -2.101845 -0.512609 -0.83 -1.44 2.20
H 1.930071 -0.884694 2.211011 -0.81 -0.04 -0.59
H 1.777399 0.566599 -2.108731 -0.07 -0.77 -0.29
H 1.984413 2.176112 -1.678522 -0.89 -0.09 0.36
H 1.639991 0.420087 0.534352 -0.83 0.28 -2.53
H -0.361800 1.518776 1.402407 -0.89 -0.59 1.38
H -0.104351 2.796378 0.343776 0.00 0.91 -0.25
H 0.743639 -1.841188 2.975040 0.27 -1.07 -0.83
H -3.035293 -0.864763 -1.584516 -1.13 1.17 -0.29
H 0.165736 -0.811266 1.889081 -2.35 2.61 -0.81
H 0.320626 1.540798 -2.178735 0.40 0.30 0.16


32
Properties=species:S:1:pos:R:3:forces:R:3 method="wB97M-V/def2-TZVPD" smiles="Nc1cccc(C(=O)Nc2cc(=O)n(CC(F)(F)F)[nH]2)c1" largest_force_ev_per_a=5.2 e_above_lowest_kcal_mol=45.7 total_charge=0 spin_multiplicity=1 homo_energy_ha=-0.310 orbital_gap_ev=8.643 energy_ev=-30828.55578 e_lumo_ev=0.2
F 2.094927 -2.940927 4.905108 -1.09 1.27 1.11
F 1.472906 -1.600704 6.641334 -0.31 -0.53 -2.05
F 2.274502 -0.817020 4.764762 -0.05 0.68 0.05
O 0.242704 -3.903774 2.476336 -0.13 0.08 2.54
O -0.363082 -1.391051 -1.747742 0.72 -0.79 0.61
N 0.078088 0.034893 -0.046617 0.44 2.38 1.10
N 0.021923 -0.421412 2.334262 -1.71 -0.66 1.91
N -2.074880 1.787137 -5.312884 0.67 -1.73 1.94
N 0.115252 -1.629497 3.178103 0.29 2.80 -0.44
C 1.468690 -1.754571 5.260268 0.70 -1.97 -0.26
C -1.146455 1.929866 -4.241454 -1.69 0.72 -0.16
C -0.013350 -0.816391 1.022673 1.74 -4.86 -0.27
C 0.575080 3.083659 -3.046988 0.99 -0.13 1.01
C -0.477169 3.143698 -3.928384 0.70 -0.94 -1.53
C 0.127709 -2.219332 1.003138 -0.56 3.36 -2.09
C 0.165617 -2.686311 2.351025 0.29 -2.82 -3.12
C 0.743648 1.923382 -2.288899 1.49 -1.14 2.05
C 0.048553 -1.611609 4.607389 0.77 -1.45 0.81
C -0.066418 0.779386 -2.391811 0.63 2.87 0.64
C -1.034200 0.851686 -3.359733 -1.42 -2.62 -1.20
C -0.010588 -0.299187 -1.350070 -2.39 -1.25 -2.75
H 1.522922 1.703088 -1.491461 -0.44 1.35 -1.21
H -0.678836 -2.410240 4.895189 0.92 0.54 0.24
H 0.645979 0.283504 2.617308 1.02 0.87 0.36
H 1.285503 3.947431 -3.002481 -0.79 -0.95 0.30
H -0.195066 -0.694501 5.085742 -1.14 1.11 -0.40
H -0.446484 4.031539 -4.554676 -0.80 -0.20 -0.16
H -1.704540 -0.067818 -3.562607 1.13 1.54 0.48
H -2.281260 2.617087 -5.823826 -0.66 0.01 -0.25
H 0.106080 1.044218 0.090627 -0.01 -0.41 0.31
H -2.734709 0.959119 -5.183263 1.13 2.23 -0.70
H 0.236957 -2.855346 0.099635 -0.43 0.62 1.14


20
Properties=species:S:1:pos:R:3:forces:R:3 method="wB97M-V/def2-TZVPD" smiles="CC(=O)NCCN.O" largest_force_ev_per_a=2.9 e_above_lowest_kcal_mol=42.4 total_charge=0 spin_multiplicity=1 homo_energy_ha=-0.343 orbital_gap_ev=10.048 energy_ev=-11417.37642 e_lumo_ev=0.7
O 0.484592 -2.555373 -0.039503 -0.07 0.05 -0.21
O -2.086669 1.745538 -1.785005 -0.40 -0.28 0.09
N 2.047947 0.153015 1.711360 -0.17 0.78 -0.58
N 0.655610 -0.461577 -0.892658 -0.43 -0.55 0.58
C 0.711530 0.897350 -0.205698 -0.50 -2.79 0.32
C -0.078935 -1.516478 -0.326063 -0.21 0.12 0.25
C -1.576435 -1.393805 -0.220169 0.02 0.88 -0.58
C 0.752662 0.706930 1.322919 1.60 0.07 -1.08
H -1.625544 2.581651 -1.745239 0.20 0.24 -0.12
H 0.725547 1.696525 1.777613 -0.66 -0.05 0.20
H 2.405793 -0.574820 1.111341 -0.27 -0.31 0.38
H -1.962370 -0.901647 0.672547 0.29 -0.33 0.29
H -1.486940 1.119641 -2.200352 0.15 0.08 -0.14
H -1.959915 -2.394527 -0.338792 -0.36 -0.15 0.15
H -0.266477 1.325146 -0.421437 0.60 0.85 -0.40
H -0.089109 0.055673 1.553227 -0.26 0.27 0.50
H 1.656132 1.239630 -0.618969 -0.42 1.22 0.11
H 1.533640 -0.942572 -1.021167 0.75 0.72 -0.07
H -1.925009 -0.736114 -1.021337 -0.11 -0.30 -0.06
H 2.083950 -0.044186 2.687384 0.24 -0.51 0.36